Molecular formula: C11H19INO2
Method: DFT, ωB97M-V/def2-TZVPD

Last column: Löwdin charge in e.
Cartesian coordinates (Å):
C: 0.065 -2.231 1.540  -0.050
C: -0.034 -1.444 0.112  -0.418
C: -0.557 -2.588 -0.927  -0.069
C: -1.205 -0.361 0.197  -0.095
C: -0.798 1.171 -0.041  -0.280
C: -1.984 1.856 -0.917  -0.146
C: -3.359 1.771 -0.063  -0.744
O: -3.470 2.443 0.981  -0.048
I: -5.060 0.521 -0.715  0.718
C: 0.610 1.390 -0.785  -0.093
C: 1.654 0.393 -0.023  -0.441
C: 3.123 0.793 -0.596  -0.049
C: 1.686 0.694 1.545  -0.040
N: 1.276 -0.984 -0.413  -0.141
O: 1.461 -1.237 -1.683  -0.032
H: -0.368 -1.596 2.398  0.077
H: -0.589 -3.170 1.492  0.079
H: 1.128 -2.588 1.766  0.091
H: 0.219 -3.409 -1.086  0.096
H: -1.489 -3.056 -0.436  0.090
H: -0.939 -2.131 -1.909  0.092
H: -2.014 -0.639 -0.578  0.090
H: -1.742 -0.423 1.215  0.132
H: -0.765 1.781 0.936  0.141
H: -2.120 1.174 -1.831  0.108
H: -1.751 2.937 -1.192  0.132
H: 0.461 1.112 -1.881  0.129
H: 0.996 2.462 -0.762  0.130
H: 3.057 1.272 -1.636  0.088
H: 3.480 1.642 0.102  0.086
H: 3.855 -0.078 -0.553  0.092
H: 2.692 0.346 1.960  0.098
H: 0.785 0.334 2.133  0.075
H: 1.694 1.844 1.652  0.104

Orbital gap (spin up / spin down) = 8.72 / 9.75 eV
F_max = 4.942 eV/Å
2S+1 = 2
HOMO energy (spin up / spin down) = -8.63 / -9.80 eV
LUMO level (spin up / spin down) = 0.1 / 0.0 eV